Entry 1:
Molecular formula: C6H29NO9
Method: DFT, ωB97M-V/def2-TZVPD

Structure (XYZ):
```
45
Properties=species:S:1:pos:R:3:forces:R:3:mulliken_charge:R:1
C 2.670509 -3.997992 -0.338614 -1.0 -0.4 0.1 -0.98
C 1.372271 -3.887483 -0.603394 0.2 0.2 -0.2 0.14
C 0.732052 -3.246605 -1.799069 -1.0 -0.4 -0.4 -1.25
C 0.486773 -1.734741 -1.661478 1.9 -1.2 0.8 1.05
C 1.316364 -0.941094 -2.627474 -2.4 2.0 -0.2 -0.57
C -0.144325 -1.357017 -0.548364 -0.3 0.1 -0.5 -0.72
N -0.436001 -0.085361 0.025862 0.9 1.2 0.4 -0.29
H 2.872832 -4.528797 0.581862 0.8 0.1 -0.1 0.26
H 3.422977 -3.690595 -1.047485 0.3 0.1 0.1 0.32
H 0.670482 -4.305607 0.110593 0.0 0.1 0.2 0.35
H 1.253624 -3.457131 -2.733876 0.4 0.1 0.2 0.52
H -0.217657 -3.774999 -1.940592 -0.1 0.2 0.0 0.33
H 0.981642 0.084037 -2.484775 0.2 0.3 0.1 -0.35
H 2.401521 -0.892817 -2.605533 0.1 -0.9 0.1 0.31
H 0.875969 -1.086253 -3.618039 0.8 -0.4 -0.3 0.47
H -0.538685 -2.179440 0.034619 -0.2 0.0 0.2 0.22
H -0.474328 0.724643 -0.586480 -0.3 -0.7 -0.9 0.35
H 0.381648 0.247868 0.546087 -0.2 -0.6 0.6 0.07
O 1.681351 1.343357 2.006991 0.5 -0.2 0.0 -0.59
H 2.024940 1.027451 2.851388 -0.3 0.1 0.1 0.26
H 2.331162 0.962588 1.374663 -0.3 0.2 0.0 0.37
O -3.024646 0.233008 1.366050 -0.5 0.3 0.0 -0.64
H -2.219845 0.735414 1.196277 0.2 -0.3 -0.2 0.29
H -3.733669 0.880936 1.268818 0.1 0.1 0.2 0.31
O -1.903643 -0.528183 4.112070 0.2 0.0 0.1 -0.65
H -2.590710 -1.194531 4.020031 -0.1 0.0 0.0 0.31
H -1.676872 -0.306923 3.202667 -0.2 0.0 -0.1 0.31
O -1.726678 3.012460 2.614233 -1.1 0.7 -0.8 -0.65
H -0.902539 2.854492 2.155400 0.4 -0.4 0.7 0.30
H -1.772421 2.734217 3.529198 0.7 -0.4 0.0 0.32
O 1.149204 2.009272 -1.323084 0.3 0.2 0.2 -0.79
H 1.203326 2.827467 -0.787186 0.1 0.0 -0.1 0.29
H 2.021222 1.857751 -1.704889 0.1 0.4 0.0 0.38
O -0.018002 1.979154 -3.788486 0.1 0.0 0.0 -0.63
H 0.380773 2.055885 -2.899684 -0.4 0.2 -0.3 0.43
H -0.568223 2.760342 -3.897218 0.0 0.0 0.0 0.31
O 3.056202 0.059780 0.002511 -0.2 -0.6 0.0 -0.74
H 2.793665 -0.856546 0.189754 0.3 0.0 0.1 0.42
H 2.401936 0.279774 -0.670600 -0.1 0.2 0.0 0.13
O -5.416149 -1.280474 0.938939 0.0 0.1 0.0 -0.64
H -4.566798 -0.884555 1.182097 0.0 -0.3 -0.1 0.40
H -5.436268 -1.222411 -0.020983 0.0 0.0 0.0 0.30
O 1.284617 4.401385 0.028356 -0.2 0.7 0.6 -0.61
H 1.240325 4.539435 0.985297 0.2 -0.6 0.0 0.29
H 1.001135 5.273567 -0.274263 0.0 -0.2 -0.5 0.28
```
Positions in Å, forces in eV/Å.

* E_HOMO: -8.82 eV
* LUMO level: -0.1 eV
* ΔE to the lowest compared entry with this formula, charge and spin: 94.7 kcal/mol



Entry 2:
Molecular formula: C3H3N2O3
Method: DFT, ωB97M-V/def2-TZVPD

Structure (XYZ):
```
11
Properties=species:S:1:pos:R:3:forces:R:3:mulliken_charge:R:1
N -1.264165 -1.121742 0.010288 1.6 -1.2 1.3 -0.55
N -0.117157 -0.315237 0.208414 0.7 0.6 -0.5 -0.42
C -0.303543 0.959889 0.001572 -0.2 1.1 -0.1 0.55
O -1.277386 1.709399 -0.249177 0.7 -1.2 0.3 -0.75
O 0.920663 1.758587 0.121002 0.9 -1.3 0.2 -0.35
C 2.186123 1.164439 0.340268 0.2 0.2 0.5 -0.44
C 2.718117 -0.027559 0.032439 -2.0 2.0 -0.3 0.72
O 3.244049 -0.972730 -0.393958 0.6 -0.7 0.2 -0.42
H -1.287877 -1.514155 -0.892147 0.1 -0.2 -1.3 0.17
H -2.089217 -0.657237 0.202439 -2.0 1.4 0.2 0.26
H 2.854721 1.815902 0.939225 -0.4 -0.5 -0.5 0.23
```
Positions in Å, forces in eV/Å.

* E_HOMO: -3.41 eV
* LUMO level: 3.8 eV
* ΔE to the lowest compared entry with this formula, charge and spin: 77.6 kcal/mol
* charge: -1